(1)
This record from the OMol25 dataset describes C43H66IrN3O2P3S3Sb as an isolated structure. The level of theory is ωB97M-V/def2-TZVPD.

Positions of all 122 atoms, in Å:
1 H 4.56 -3.52 -1.88
2 C -2.48 -1.13 1.34
3 H 0.86 -4.72 1.73
4 H -0.24 4.35 -4.95
5 H -4.18 3.27 -2.18
6 C -4.24 2.24 0.36
7 C -0.98 3.23 -3.29
8 H 4.58 0.00 -0.49
9 H -2.90 -2.79 0.35
10 N -3.28 -2.12 1.00
11 S -1.34 0.49 -4.60
12 S -0.83 -1.12 0.76
13 H -5.29 -1.51 1.19
14 C -0.83 4.35 -0.37
15 H 0.17 5.30 2.57
16 C -3.31 3.50 -2.78
17 H -2.33 0.64 2.26
18 H -2.43 5.39 -5.44
19 H -0.45 4.91 0.48
20 H 1.20 -2.99 -5.58
21 H -3.13 6.88 4.77
22 C -4.16 0.37 -1.15
23 H 4.17 -3.33 3.16
24 H 5.86 -2.35 -2.05
25 C -3.44 4.39 -3.84
26 H 3.68 2.50 -0.03
27 H -3.39 -3.46 -1.25
28 H -3.38 2.96 3.11
29 H 0.84 3.08 3.97
30 C -5.56 1.95 0.66
31 H -1.64 4.93 -0.82
32 C 3.08 -5.28 0.21
33 H -4.40 4.84 -4.05
34 H -0.07 -3.89 0.49
35 C -2.08 2.92 -2.50
36 C 1.68 2.59 0.73
37 N -2.91 -0.20 2.18
38 C 1.40 -1.36 -4.19
39 H 5.31 -0.43 1.07
40 H 1.60 0.05 2.25
41 C -6.19 0.87 0.05
42 C 3.97 -2.26 3.29
43 Sb 2.73 -2.26 0.52
44 N -1.33 3.04 0.11
45 C -1.10 4.12 -4.34
46 O -2.15 -1.68 -2.87
47 C -3.53 1.45 -0.54
48 C -1.55 4.01 2.71
49 S 1.94 -0.64 -0.97
50 H -2.90 -3.38 -3.65
51 H 0.54 -1.45 -6.15
52 H 3.96 -5.16 -0.41
53 H -3.62 -0.25 -1.86
54 H 2.55 -3.89 -2.18
55 C 2.65 -1.82 2.67
56 C 5.25 -0.70 0.01
57 H 2.38 -0.02 3.83
58 H -1.17 -3.44 -3.36
59 H 1.35 -2.15 4.32
60 C -1.40 6.21 3.68
61 O 0.21 -1.74 -3.48
62 H -0.02 2.76 -3.10
63 H 5.90 -2.95 1.58
64 C 3.07 2.63 0.85
65 H -3.88 -0.13 2.41
66 H -1.63 -3.40 -0.89
67 C 0.72 -4.61 0.66
68 C 4.83 -2.16 -0.19
69 C -2.33 4.70 -4.61
70 H -5.98 -0.74 -1.35
71 C 1.68 -4.15 -1.57
72 H 4.18 -1.83 -2.25
73 H 6.83 -2.82 0.10
74 H 0.54 -2.39 2.77
75 H -5.01 -3.25 1.14
76 C -5.49 0.09 -0.86
77 H 3.36 0.22 2.38
78 C 3.65 2.85 2.09
79 C 2.00 -4.24 -0.08
80 H 1.68 -3.61 3.41
81 H -4.39 4.79 4.40
82 H 2.67 -6.27 0.00
83 C 0.87 2.76 1.84
84 C -0.84 5.18 2.95
85 H 4.72 2.89 2.19
86 H 6.26 -0.57 -0.41
87 C -2.39 -3.74 -1.60
88 H 2.24 -1.76 -3.63
89 C 1.35 -1.91 -5.60
90 C 2.49 -0.30 2.78
91 H 4.80 -1.67 2.91
92 H 1.25 2.42 -0.25
93 Ir -0.27 0.23 -1.12
94 H 3.39 -5.28 1.26
95 C 5.84 -3.07 0.51
96 H 1.33 -5.13 -1.91
97 C -3.40 4.91 3.99
98 P -0.95 2.59 1.72
99 C -2.12 -3.11 -2.95
100 H -6.11 2.58 1.35
101 H -0.03 4.25 -1.10
102 H 3.29 3.17 4.18
103 C -2.83 3.88 3.25
104 H 0.39 -5.58 0.28
105 C 2.84 3.00 3.21
106 H 0.91 -3.42 -1.78
107 P -0.92 -0.65 -3.10
108 C -4.62 -2.31 1.52
109 C -2.69 6.08 4.20
110 C 1.46 2.95 3.09
111 H -4.61 -2.37 2.61
112 H 3.91 -2.07 4.37
113 H -2.34 -4.82 -1.67
114 H 1.49 -0.27 -4.20
115 H -7.23 0.66 0.26
116 C 4.84 -2.49 -1.68
117 H -3.76 3.11 0.79
118 H 2.29 -1.71 -6.11
119 P -1.83 1.85 -1.06
120 H -0.84 7.12 3.86
121 C 1.48 -2.55 3.30
122 H 5.66 -4.13 0.29

Calculated values
total charge = +1
2S+1 = 2
energy above the lowest of the compared OMol25 structures with the same formula, charge and spin = 0.885 eV
frontier orbital gap (alpha / beta) = 7.13 / 6.53 eV

***

(2)
This record from the OMol25 dataset describes C43H70N5P2PtSi as an isolated structure. The level of theory is ωB97M-V/def2-TZVPD.

Positions of all 122 atoms, in Å:
1 H -1.52 -5.06 1.08
2 N -1.40 4.40 0.51
3 H -1.29 -0.66 4.88
4 C -2.05 4.82 -0.73
5 H -3.54 1.27 0.60
6 H 4.69 -3.96 2.50
7 H -2.90 5.21 1.71
8 H 1.91 -6.03 -0.21
9 H -4.49 -1.57 0.00
10 H -0.55 0.89 -2.97
11 H 1.45 -4.98 1.76
12 H -4.80 2.99 -0.41
13 C 0.86 -6.18 0.05
14 H 0.33 -6.28 2.16
15 C -1.87 -1.17 4.12
16 C 2.68 -1.51 1.32
17 H 4.53 -2.37 0.66
18 C 5.64 0.32 1.73
19 H 3.00 0.00 -4.58
20 C 3.83 -1.96 -4.24
21 H -5.20 -4.95 -1.55
22 C -5.11 -3.02 -2.51
23 C 0.56 -5.52 1.41
24 H -4.53 4.68 0.07
25 N -3.43 3.27 1.15
26 H -4.47 -1.01 -2.98
27 H -1.94 3.91 2.46
28 H -0.01 3.21 -0.50
29 Pt -0.07 0.08 0.00
30 H 1.15 1.78 3.54
31 Si 0.21 -0.26 2.33
32 H -2.52 5.79 -0.57
33 H -2.37 -2.40 -1.99
34 C -0.25 -3.46 0.30
35 C -0.01 -5.60 -1.06
36 C -3.33 -2.50 2.21
37 H 2.15 2.06 1.38
38 C 1.81 -2.42 3.37
39 H -3.44 -1.67 5.48
40 H -0.53 -0.74 -2.84
41 C -3.81 -2.41 3.50
42 H 1.05 -2.45 4.13
43 C 2.67 -0.96 -4.18
44 H 5.22 -0.63 2.03
45 H 3.24 -3.07 -1.06
46 C 2.16 -0.79 -2.75
47 H 1.02 0.42 4.62
48 C 1.70 -1.51 2.33
49 H 5.61 1.11 3.74
50 H 4.78 -1.45 -4.08
51 H -0.41 1.34 4.18
52 C 3.24 1.99 1.38
53 P -1.44 -2.03 0.17
54 C -4.05 3.72 -0.09
55 H 3.29 0.56 2.99
56 H -4.42 -3.32 -3.30
57 C 5.25 1.38 2.74
58 H 3.43 2.24 3.51
59 C 0.08 -4.08 -1.08
60 C 0.53 0.94 3.81
61 H 6.73 0.20 1.71
62 H 3.86 -2.42 -5.23
63 C -4.88 -1.55 -2.12
64 C 3.74 1.52 2.75
65 H -1.04 -5.91 -0.92
66 H 4.83 -2.44 -1.48
67 H -3.16 1.85 -1.66
68 C 5.17 0.72 0.33
69 C 2.87 -3.31 3.43
70 C -3.93 -1.45 -0.92
71 H -5.83 -1.08 -1.86
72 C 3.78 -2.43 -1.76
73 H 3.64 2.99 1.20
74 C 3.25 -0.99 -1.70
75 H 2.65 -3.46 -3.30
76 H -3.30 -4.37 0.07
77 H 3.55 1.65 -0.70
78 H -0.58 -3.69 -1.85
79 C 3.64 -3.02 -3.17
80 H 0.66 -2.97 0.68
81 H 1.85 -1.31 -4.81
82 H -1.66 2.70 -2.13
83 H 2.94 -4.02 4.25
84 H 1.10 -3.80 -1.36
85 H 4.06 -0.29 -1.94
86 C -4.90 -3.93 -1.31
87 N -3.06 3.86 -1.15
88 N -0.84 0.11 -2.39
89 H -5.51 -3.59 -0.48
90 P 2.49 -0.35 -0.08
91 C 3.75 -2.39 1.40
92 C -2.40 2.58 -1.34
93 C -2.78 1.99 0.92
94 H -1.85 0.09 -2.36
95 H 4.37 -3.82 -3.29
96 C -0.77 3.11 0.29
97 H 5.73 1.60 0.03
98 H 5.42 -0.08 -0.37
99 H 5.71 2.34 2.47
100 C -0.60 -4.53 1.33
101 C -2.12 -1.92 1.86
102 H -6.12 -3.14 -2.90
103 H -1.29 4.92 -1.51
104 H 1.74 0.22 -2.63
105 C -2.83 -2.51 -1.00
106 H 1.37 -1.52 -2.54
107 H -3.92 -3.04 1.48
108 H -2.33 1.65 1.85
109 H -4.76 -2.86 3.75
110 H -3.47 -0.45 -0.88
111 C 3.85 -3.29 2.45
112 H -0.74 -4.07 2.31
113 C -3.41 -3.93 -0.92
114 N -1.74 2.08 -0.12
115 C -1.37 -1.23 2.83
116 H 0.32 -6.00 -2.02
117 C -2.42 4.24 1.54
118 H 0.69 -7.26 0.11
119 H -2.87 -4.58 -1.62
120 C 3.68 1.08 0.24
121 H -0.29 2.80 1.23
122 C -3.08 -1.74 4.46

Calculated values
total charge = +1
2S+1 = 3
frontier orbital gap (alpha / beta) = 6.20 / 7.23 eV

***

(3)
This record from the OMol25 dataset describes a 10-piece molecular cluster, C43H71N3O14 overall in a non-equilibrium geometry. The level of theory is ωB97M-V/def2-TZVPD.

Positions of all 131 atoms, in Å:
1 H 3.27 0.00 2.58
2 H 8.06 0.18 -3.38
3 H -3.91 4.08 -2.00
4 C 1.61 -4.85 2.92
5 C -2.60 -1.02 -4.07
6 C -4.35 4.75 -1.21
7 C -0.05 1.84 4.71
8 O 4.43 1.67 0.68
9 H 5.99 2.88 -3.05
10 H -4.37 2.45 2.37
11 H -3.76 -6.49 1.09
12 C -3.94 3.06 0.32
13 H -2.87 -5.09 1.67
14 H 0.23 -3.84 -0.08
15 H 4.45 -1.56 -2.10
16 H 4.22 2.85 -3.22
17 H -3.00 3.52 2.21
18 C 6.24 -0.62 -2.53
19 H 5.63 2.03 2.88
20 C 2.34 -0.43 2.28
21 O -4.28 2.23 -0.49
22 O -4.59 -3.32 0.81
23 C -3.47 2.64 1.71
24 C -5.85 4.69 -1.39
25 H 0.68 4.08 -0.17
26 O -0.36 3.24 -2.34
27 H 6.40 3.65 2.26
28 H 0.01 0.78 4.55
29 C 0.46 -2.78 -1.91
30 H -6.29 3.80 -0.91
31 C -0.34 0.23 0.57
32 H -5.13 -5.00 -0.31
33 N 6.75 -0.19 -4.81
34 H -2.91 2.12 7.83
35 C 5.52 -0.67 -5.09
36 H 1.59 1.83 -4.28
37 C -1.31 -3.34 4.70
38 H -0.74 -2.88 5.55
39 H -2.82 1.80 1.64
40 H -0.89 2.25 4.09
41 H 0.93 3.62 4.51
42 C 0.41 -3.90 -1.14
43 C 5.33 2.44 0.77
44 C -3.83 -5.44 1.36
45 H -1.27 0.43 -6.83
46 H -1.26 -3.63 -5.77
47 C 0.83 2.87 -2.51
48 H -1.69 4.72 -2.05
49 C -1.55 -2.56 -5.62
50 H -6.00 4.69 -2.51
51 H 2.08 1.05 0.81
52 H -5.74 -0.44 -0.21
53 O -0.38 1.97 6.12
54 H 1.72 2.39 3.54
55 C 7.07 -0.16 -3.57
56 H 0.21 -1.85 -1.42
57 H -0.06 1.35 -3.80
58 H -1.76 -1.40 0.33
59 H 7.06 2.17 1.93
60 C -2.29 -2.22 4.11
61 H -1.88 0.91 8.57
62 H 1.85 2.40 5.36
63 H -3.12 -0.87 -3.15
64 H 4.76 4.49 -1.51
65 H 6.57 -0.73 -1.50
66 C -1.48 -0.37 -6.13
67 C -2.20 -0.03 -4.95
68 H 3.77 3.08 -0.97
69 H -5.83 -1.22 1.50
70 H 2.59 -5.20 3.02
71 C -5.29 -1.09 0.58
72 H 1.60 -4.06 2.22
73 H -2.32 0.25 -0.19
74 H 1.39 0.69 -2.92
75 H -0.97 3.69 0.24
76 C -4.21 -4.61 0.19
77 O 1.83 3.42 -2.09
78 H 1.08 -5.65 2.41
79 C 0.78 -4.47 4.10
80 C 1.05 -5.26 -2.87
81 H 1.01 -2.02 -3.86
82 H -4.35 -0.50 0.88
83 N 0.63 -5.13 -1.60
84 C 4.66 -1.21 -4.16
85 C -1.49 1.35 6.53
86 H -3.47 -4.42 -0.55
87 C 5.09 2.63 -2.57
88 H -1.84 -4.18 5.11
89 O -4.20 -2.20 -1.18
90 H -6.42 5.53 -0.93
91 H 0.02 5.24 -2.30
92 C 1.02 -2.88 -3.20
93 H -3.88 5.76 -1.27
94 C 5.01 -1.11 -2.85
95 H 1.62 -0.09 3.05
96 O 0.93 -4.64 5.27
97 H -4.60 -5.41 2.15
98 H 3.76 -1.73 -4.43
99 H -1.76 -1.32 3.93
100 H -2.43 1.00 -4.71
101 C 1.28 -4.15 -3.67
102 O -3.91 4.34 0.10
103 H -1.09 -0.62 -1.09
104 C 1.21 2.59 4.49
105 C -1.48 -0.44 -0.15
106 C -1.94 1.73 7.90
107 C -0.39 4.43 -0.26
108 H 2.79 -0.45 0.23
109 O 5.68 3.35 -0.17
110 O -0.38 -3.87 3.67
111 H -2.68 -2.56 3.15
112 C -4.69 -2.31 -0.05
113 C 0.95 1.57 -3.40
114 C -0.65 4.50 -1.78
115 H -1.36 2.58 8.28
116 O -2.11 0.56 5.84
117 O -0.32 1.23 1.24
118 H -0.48 5.39 0.21
119 H -3.12 -2.00 4.80
120 C 2.08 -0.03 0.90
121 H 5.14 -0.64 -6.09
122 H 1.33 -6.24 -3.19
123 O 0.79 -0.53 0.36
124 N -1.12 -1.63 -6.43
125 C 4.77 3.42 -1.33
126 H 5.04 1.55 -2.42
127 H -2.61 -3.09 -3.82
128 C -2.26 -2.32 -4.43
129 H 1.80 -4.22 -4.58
130 H 2.50 -1.48 2.31
131 C 6.09 2.63 2.09

Calculated values
2S+1 = 1
energy above the lowest of the compared OMol25 structures with the same formula, charge and spin = 0.776 eV
frontier orbital gap = 9.93 eV
SMILES = CCOC(C)=O.CCOC(C)=O.CCOC(C)=O.CCOC(C)=O.CCOC(C)=O.CCOC(C)=O.CCOC(C)=O.c1ccncc1.c1ccncc1.c1ccncc1

***

Computed E, in the same sequence as the records: -4556.021606; -3045.649084; -2898.675565 a.u..